[1]
The following is a quantum chemistry calculation of 2 unconnected molecules or ions with the total composition C3H6O3, from the OMol25 dataset.

Each line ends with the natural charge from an NBO analysis.
CARTESIAN COORDINATES (ANGSTROEM)
1 O -1.93493 1.01933 0.09255  -0.54
2 C -1.95982 -0.19187 0.07136  0.29
3 C 1.28466 -0.77562 0.10866  0.07
4 O 1.02869 -1.08893 -1.19134  -0.69
5 C 1.13837 0.46599 0.57004  -0.01
6 O 0.78396 1.45452 -0.32938  -0.75
7 H -0.17403 1.62241 -0.23474  0.51
8 H -1.28563 -0.78707 -0.56848  0.14
9 H -2.67170 -0.75489 0.70082  0.12
10 H 1.59761 -1.62167 0.70957  0.19
11 H 0.90716 -0.22766 -1.63082  0.49
12 H 1.34164 0.75036 1.59899  0.18

Kohn-Sham gap = 9.337 eV
energy = -9348.950 eV
ΔE to the lowest compared entry with this formula, charge and spin = 2.366 eV

[2]
The following is a quantum chemistry calculation of 2 unconnected molecules or ions with the total composition C3H9NO2 in a non-equilibrium geometry, from the OMol25 dataset.

Each line ends with the natural charge from an NBO analysis.
CARTESIAN COORDINATES (ANGSTROEM)
1 C -2.27616 1.16864 -1.66589  -0.50
2 C -0.98770 1.07876 -1.61758  0.14
3 O -0.31304 -0.11349 -1.79913  -0.71
4 H -2.77480 2.04547 -1.94305  0.20
5 H -2.97913 0.39190 -1.35904  0.20
6 H -0.33467 1.96906 -1.79394  0.16
7 H 0.66211 -0.06487 -1.43303  0.50
8 N 1.31027 -1.13251 2.39631  -0.87
9 C 0.73232 -0.68889 1.04743  0.11
10 O 1.73288 -0.75186 0.15506  -0.74
11 H 0.52431 -0.97238 3.04261  0.36
12 H 2.00140 -0.46169 2.81312  0.36
13 H -0.06124 -1.39262 0.62471  0.16
14 H 0.34387 0.27084 1.06137  0.15
15 H 2.41958 -1.34636 0.47106  0.49

Kohn-Sham gap = 9.793 eV
energy = -8839.874 eV
ΔE to the lowest compared entry with this formula, charge and spin = 3.082 eV

[3]
The following is a quantum chemistry calculation of a molecular structure, C24H20BN4O4S4SbTc, from the OMol25 dataset.

Each line ends with the natural charge from an NBO analysis.
CARTESIAN COORDINATES (ANGSTROEM)
1 Tc 0.50511 0.50645 1.29145  0.77
2 O -3.32541 0.02168 0.03996  -0.49
3 C -2.17621 0.33057 0.19415  0.65
4 N -1.51060 0.82633 1.29999  -0.68
5 C -2.12477 1.34539 2.41458  0.64
6 O -3.29746 1.50267 2.62963  -0.50
7 C -1.07010 1.75823 3.41748  0.25
8 C -1.53654 2.23482 4.71813  -0.36
9 C -0.47287 2.60680 5.69651  -0.33
10 C 0.90091 2.51416 5.19775  -0.15
11 C 1.17099 2.03150 3.98303  -0.04
12 N 0.17273 1.65459 3.06791  -0.39
13 C -1.18335 0.30235 -0.96150  0.30
14 C -1.53518 -0.34569 -2.27002  -0.01
15 C -0.49915 -0.06301 -3.31602  -0.19
16 C 0.60782 0.61770 -3.05960  -0.16
17 C 0.90402 1.22156 -1.72665  -0.10
18 N -0.05633 0.84247 -0.70718  -0.39
19 H -2.49882 2.72803 4.71545  0.28
20 H -0.70161 3.38168 6.41533  0.26
21 H 1.71420 2.82355 5.83938  0.24
22 H 2.17452 1.88078 3.62925  0.22
23 H -2.54721 -0.06469 -2.57251  0.24
24 H -0.67184 -0.45590 -4.30925  0.23
25 H 1.32637 0.79466 -3.85077  0.23
26 H 0.82489 2.31454 -1.79818  0.25
27 S 2.38932 -3.81120 0.18938  -0.72
28 Sb 1.60758 -3.18602 2.15133  1.03
29 S 2.09431 -0.75268 2.25922  -0.48
30 S -1.20959 -2.45081 1.56778  -0.42
31 S -1.29616 1.02013 6.05128  0.21
32 C 3.34469 3.09458 1.67653  -0.67
33 C 3.10230 2.32860 0.42933  0.34
34 C 3.88028 2.52777 -0.79256  -0.26
35 C 3.38941 1.70810 -1.72119  -0.11
36 C 2.28392 0.90835 -1.11644  0.06
37 C 2.57737 -0.58413 -1.16308  -0.61
38 N 2.19193 1.42547 0.27507  -0.39
39 H 4.02581 3.92109 1.49093  0.24
40 H 3.80508 2.44029 2.41911  0.25
41 H 2.41103 3.48401 2.07899  0.25
42 H 4.69782 3.22474 -0.88506  0.25
43 H 3.73559 1.58723 -2.73660  0.24
44 H 2.74350 -0.89304 -2.19536  0.23
45 H 1.75331 -1.18136 -0.76859  0.23
46 H 3.45773 -0.82743 -0.57280  0.25
47 O -1.80227 -4.08377 -0.78390  -0.68
48 B -1.54592 -3.26025 0.17148  0.91
49 O -1.52440 -1.73045 -1.89873  -0.51
50 C -2.23551 -2.63359 -2.63815  0.31
51 C -2.81050 -2.42085 -3.87938  -0.28
52 C -3.47223 -3.46678 -4.51012  -0.18
53 C -3.55762 -4.71680 -3.91937  -0.21
54 C -2.99109 -4.93263 -2.67187  -0.20
55 C -2.34897 -3.88577 -2.04986  0.21
56 H -2.75129 -1.45563 -4.36251  0.22
57 H -3.92103 -3.29553 -5.47846  0.23
58 H -4.07061 -5.52346 -4.42250  0.23
59 H -3.04788 -5.88942 -2.17217  0.24

charge = +1
Kohn-Sham gap (alpha / beta) = 6.407 / 6.402 eV
energy = -92111.678 eV
ΔE to the lowest compared entry with this formula, charge and spin = 5.899 eV

[4]
The following is a quantum chemistry calculation of a molecular structure, C6H15LuNO3S in a non-equilibrium geometry, from the OMol25 dataset.

Each line ends with the Mulliken charge.
CARTESIAN COORDINATES (ANGSTROEM)
1 C -1.68332 1.53341 0.84483  -1.21
2 C -2.03142 1.25825 -0.61319  -0.33
3 C -3.04135 0.11075 -0.77114  -0.68
4 C -2.54616 -1.30213 -0.72461  -0.24
5 O -0.85536 -1.35898 -0.77969  -0.10
6 S 0.02026 -2.26339 -0.05441  0.78
7 O 1.11203 -2.83496 -0.82524  -0.47
8 O 1.34886 -0.80586 0.74463  -0.39
9 C 1.61302 0.32833 -0.17150  0.11
10 N 2.88707 0.90265 0.20338  -0.25
11 C 3.78597 0.12902 0.93942  -0.74
12 H -0.79594 2.15800 0.95257  0.37
13 H -2.47574 2.06796 1.36379  0.42
14 H -1.52386 0.60878 1.41311  0.26
15 H -1.14748 1.05920 -1.22442  0.25
16 H -2.47930 2.14286 -1.05890  0.41
17 H -3.76774 0.18812 0.04001  0.40
18 H -3.57774 0.23139 -1.71042  0.36
19 H -2.77248 -1.86089 0.18057  0.43
20 H -2.73091 -1.91288 -1.60204  0.33
21 H 1.65398 -0.08627 -1.18366  0.51
22 H 0.78489 1.01827 -0.04861  -0.14
23 H 3.33348 1.26516 -0.63641  0.34
24 H 4.00514 -0.95808 0.47066  0.04
25 H 4.79259 0.54845 0.91862  0.42
26 H 3.49699 0.01844 2.00327  0.43
27 Lu 2.59450 -2.18563 1.32937  1.70

charge = +3
Kohn-Sham gap = 6.732 eV
energy = -58518.406 eV

[5]
The following is a quantum chemistry calculation of C3HNO3 in the gas phase in a non-equilibrium geometry, from the OMol25 dataset.

Each line ends with the natural charge from an NBO analysis.
CARTESIAN COORDINATES (ANGSTROEM)
1 C -1.05362 -0.55617 0.13392  0.66
2 C 0.95262 0.74453 0.06689  -0.08
3 C 0.30010 -0.37924 -0.59928  0.39
4 H 1.99990 1.00832 -0.05977  0.25
5 N 0.18078 1.18488 1.01689  0.01
6 O -1.90700 -1.40095 -0.03266  -0.47
7 O -1.12136 0.48844 0.99582  -0.35
8 O 0.64858 -1.08980 -1.52182  -0.40

Kohn-Sham gap = 8.693 eV
energy = -10757.023 eV
ΔE to the lowest compared entry with this formula, charge and spin = 1.745 eV

[6]
The following is a quantum chemistry calculation of 11 unconnected molecules or ions with the total composition C44H88O22S11 in a non-equilibrium geometry, from the OMol25 dataset.

Each line ends with the Mulliken charge.
CARTESIAN COORDINATES (ANGSTROEM)
1 C 0.31289 2.54911 4.44555  0.43
2 C -0.88163 3.28301 3.75268  -0.75
3 C -2.05084 2.37881 3.57659  0.15
4 S -2.12736 1.28307 4.94736  1.06
5 O -2.49581 -0.04291 4.46422  -0.62
6 O -2.65022 1.97706 6.10971  -0.75
7 C -0.27660 1.30227 5.21935  -0.46
8 H 1.05743 3.17231 4.97617  0.57
9 H 0.93777 2.00500 3.67017  -0.66
10 H -0.63232 3.71751 2.74857  0.07
11 H -1.26636 4.15147 4.30187  0.41
12 H -1.97997 1.81590 2.68168  -0.33
13 H -3.00231 2.93660 3.48684  0.62
14 H 0.12027 0.37354 4.74842  -0.23
15 H -0.09964 1.29404 6.29365  0.61
16 C 3.21811 -5.26177 3.57744  -0.35
17 C 1.89943 -4.94784 4.44908  -0.13
18 C 0.69776 -5.77557 3.93313  -0.67
19 S 1.39022 -6.82127 2.66156  1.05
20 O 0.54196 -6.94550 1.51431  -0.61
21 O 1.76923 -8.00983 3.36805  -0.71
22 C 2.71748 -5.74158 2.23089  -0.19
23 H 3.91151 -5.99562 4.05065  0.39
24 H 3.77047 -4.36361 3.43152  -0.09
25 H 1.63406 -3.85000 4.38733  -0.29
26 H 2.15306 -5.06784 5.46653  0.61
27 H -0.07862 -5.10857 3.49941  0.30
28 H 0.31283 -6.37598 4.77296  0.36
29 H 2.26234 -4.97721 1.61431  -0.19
30 H 3.48363 -6.29831 1.65565  0.52
31 C 1.24746 1.51934 -5.36426  0.75
32 C 1.59578 2.73525 -4.33181  0.03
33 C 1.91305 3.95869 -5.22462  -0.95
34 S 1.14945 3.63080 -6.83628  1.03
35 O 1.81762 4.40259 -7.87576  -0.73
36 O -0.28021 3.75711 -6.64313  -0.56
37 C 1.61213 1.91132 -6.77685  -1.00
38 H 0.20487 1.32287 -5.26173  -0.87
39 H 1.74283 0.62531 -4.93366  0.34
40 H 2.45149 2.44783 -3.68380  -0.06
41 H 0.76173 2.89515 -3.68863  0.29
42 H 3.01471 4.03971 -5.40182  0.34
43 H 1.50261 4.87901 -4.89898  0.51
44 H 2.64776 1.70077 -7.12740  0.29
45 H 0.99305 1.32530 -7.41580  0.56
46 C -6.05236 0.11404 2.34161  -0.11
47 C -7.51565 -0.09151 1.73965  -0.79
48 C -8.14094 1.28254 1.62664  -0.57
49 S -7.74534 2.08858 3.16879  1.08
50 O -8.73761 1.84992 4.17853  -0.69
51 O -7.27235 3.41342 2.87066  -0.61
52 C -6.30860 1.00258 3.54715  -0.38
53 H -5.40462 0.58139 1.60700  -0.12
54 H -5.61521 -0.87492 2.51420  0.36
55 H -8.18186 -0.65218 2.50510  0.30
56 H -7.50598 -0.60992 0.75781  0.38
57 H -9.23027 1.20500 1.42797  0.41
58 H -7.64978 1.81801 0.85184  0.28
59 H -6.65002 0.39834 4.37993  0.46
60 H -5.37184 1.49835 3.74555  0.02
61 C 5.48972 -2.10659 4.97678  -0.57
62 C 4.03711 -1.85643 5.51498  -0.47
63 C 3.30360 -1.20236 4.34709  0.45
64 S 4.52481 -0.15287 3.43634  1.28
65 O 4.22685 1.25189 3.69642  -0.76
66 O 4.52751 -0.59106 2.06630  -0.55
67 C 5.95786 -0.77615 4.30267  -0.93
68 H 5.50097 -2.94392 4.32540  0.18
69 H 6.19641 -2.50499 5.73247  0.45
70 H 4.02519 -1.24111 6.38903  0.41
71 H 3.61586 -2.85756 5.68469  0.09
72 H 2.47231 -0.54950 4.51137  -0.24
73 H 2.96373 -1.88875 3.59735  -0.03
74 H 6.26132 -0.00493 5.05051  0.33
75 H 6.72483 -0.96790 3.60172  0.49
76 C -5.38155 6.11371 -0.34002  -0.80
77 C -5.27577 5.14436 -1.51318  -0.62
78 C -4.03806 4.19214 -1.30354  -0.63
79 S -3.70160 4.25929 0.54361  1.05
80 O -2.52636 5.11349 0.72784  -0.78
81 O -3.86077 2.98195 1.19325  -0.33
82 C -5.19016 5.25832 0.96652  -0.47
83 H -6.35323 6.58518 -0.32603  0.40
84 H -4.60460 6.86575 -0.29289  0.32
85 H -5.30735 5.70335 -2.49792  0.33
86 H -6.18085 4.51620 -1.54222  0.28
87 H -3.09605 4.55624 -1.72667  0.40
88 H -4.26488 3.15867 -1.60379  0.27
89 H -4.99707 5.95680 1.82034  0.45
90 H -6.02460 4.52982 1.12091  0.10
91 C -2.54018 2.20725 -4.70494  -0.09
92 C -3.35091 2.20013 -5.99641  -0.80
93 C -4.49232 1.15898 -5.88928  -0.77
94 S -3.78919 -0.13783 -4.79981  1.21
95 O -3.61375 -1.40479 -5.39742  -0.70
96 O -4.57687 -0.17419 -3.56898  -0.66
97 C -2.28096 0.71935 -4.42194  -0.09
98 H -3.13249 2.59872 -3.89590  0.07
99 H -1.68637 2.82282 -4.82920  0.26
100 H -2.62935 1.79032 -6.68027  0.29
101 H -3.71204 3.17848 -6.35609  0.46
102 H -4.79919 0.76919 -6.86010  0.44
103 H -5.34629 1.65680 -5.36972  0.33
104 H -1.50062 0.27029 -5.12427  0.36
105 H -2.05559 0.47970 -3.38042  -0.30
106 C 5.37507 -2.53422 -1.45132  -0.72
107 C 4.19918 -1.69694 -0.96574  -0.34
108 C 3.28489 -1.40822 -2.17767  0.67
109 S 4.41729 -1.57742 -3.66410  1.07
110 O 4.45751 -0.35542 -4.48147  -0.68
111 O 4.09652 -2.80927 -4.31331  -0.74
112 C 5.83985 -1.78908 -2.66168  -0.85
113 H 5.02113 -3.51927 -1.82814  0.17
114 H 6.18311 -2.66922 -0.79442  0.53
115 H 4.72263 -0.75995 -0.66039  -0.04
116 H 3.72169 -2.05891 -0.12529  0.56
117 H 2.94215 -0.38417 -2.23714  -0.15
118 H 2.46779 -2.11777 -2.26063  -0.36
119 H 6.14901 -0.78463 -2.41488  0.37
120 H 6.70157 -2.02151 -3.32937  0.48
121 C 2.62364 4.02375 1.81376  -0.15
122 C 4.01487 4.00207 1.21197  -1.21
123 C 4.12580 2.61243 0.54656  -0.36
124 S 2.66877 2.76140 -0.53653  0.81
125 O 2.24054 1.38562 -0.80483  -0.01
126 O 2.90636 3.76329 -1.58534  -0.71
127 C 1.64463 3.53958 0.71879  0.18
128 H 2.33401 4.96074 2.24867  0.46
129 H 2.54190 3.34862 2.70439  -0.14
130 H 4.77219 4.12610 1.97521  0.46
131 H 4.10935 4.66565 0.36919  0.45
132 H 3.86672 1.71573 1.11691  -0.15
133 H 5.03816 2.47656 -0.02636  0.55
134 H 1.07125 2.70598 1.12871  -0.60
135 H 0.90734 4.24721 0.29770  0.51
136 C -0.41982 -0.48276 -0.53977  -0.33
137 C -1.86424 -0.58323 0.08427  -0.59
138 C -1.72486 -1.26023 1.42520  -0.99
139 S -0.02296 -1.05746 1.97957  0.88
140 O 0.40814 -2.08242 2.90404  -0.76
141 O 0.17333 0.31810 2.36496  -0.48
142 C 0.61203 -1.14689 0.37138  0.74
143 H -0.18754 0.58092 -0.55707  -0.08
144 H -0.39693 -0.94329 -1.56459  0.50
145 H -2.58636 -1.13062 -0.51992  0.37
146 H -2.29990 0.40134 0.08714  0.13
147 H -1.79132 -2.34747 1.46674  0.57
148 H -2.41522 -0.86872 2.19157  0.29
149 H 0.70251 -2.21402 0.14205  -0.37
150 H 1.53894 -0.60429 0.48602  -0.15
151 C 0.39518 -6.79943 -3.09275  -0.77
152 C 1.60021 -6.20682 -3.80260  -0.66
153 C 1.73172 -4.69320 -3.52385  -0.46
154 S 1.42428 -4.64305 -1.75241  1.41
155 O 0.49032 -3.61441 -1.38902  -0.77
156 O 2.67550 -4.71686 -1.01860  -0.79
157 C 0.48616 -6.29066 -1.62813  -0.65
158 H 0.24526 -7.84558 -3.10164  0.40
159 H -0.52936 -6.39084 -3.50751  0.29
160 H 1.54089 -6.29920 -4.92514  0.41
161 H 2.52222 -6.76330 -3.52172  0.28
162 H 0.80893 -4.19497 -3.88319  0.42
163 H 2.66581 -4.31506 -3.94713  0.25
164 H -0.45610 -6.16611 -1.04038  0.38
165 H 1.06853 -6.99742 -1.01892  0.30

Kohn-Sham gap = 9.992 eV
energy = -211282.059 eV
ΔE to the lowest compared entry with this formula, charge and spin = 1.892 eV

[7]
The following is a quantum chemistry calculation of C20H10O3S2 in the gas phase in a non-equilibrium geometry, from the OMol25 dataset.

Each line ends with the natural charge from an NBO analysis.
CARTESIAN COORDINATES (ANGSTROEM)
1 O -0.13305 -2.36817 -4.91410  -0.54
2 O -1.52797 1.86455 -5.54715  -0.51
3 O -0.67418 3.28345 0.86218  -0.38
4 S -0.03228 -2.26524 -1.86527  0.46
5 S 0.49184 -2.80120 1.54133  0.39
6 C -0.25149 -1.21766 -4.46935  0.53
7 C -0.94597 1.14085 -4.79394  0.60
8 C -0.20654 -0.98878 -3.03564  -0.31
9 C -0.46513 0.25405 -2.49560  0.05
10 C -0.73519 2.60937 -0.31437  0.12
11 C -0.36752 2.30364 1.83439  0.08
12 C 1.28361 -1.97997 5.42261  -0.21
13 C 1.02343 -0.59067 5.42945  -0.21
14 C 1.12324 -2.69291 4.24525  -0.21
15 C 0.66664 0.10634 4.22217  -0.20
16 C 0.72966 -1.99388 3.08674  -0.17
17 C -0.09448 -1.04277 -0.56671  -0.07
18 C 0.09325 -1.25027 0.79942  -0.21
19 C 0.49307 -0.64961 3.05112  -0.01
20 C -0.37515 0.22308 -1.03279  -0.09
21 C 0.10161 -0.18660 1.70354  -0.07
22 C -0.48754 1.27598 -0.12240  -0.15
23 C -0.24435 1.06926 1.23871  -0.07
24 C -0.26662 -0.07473 -5.43949  -0.59
25 C -0.79783 1.45491 -3.31591  -0.54
26 H -0.93186 3.08435 -1.27490  0.21
27 H -0.21472 2.51733 2.91008  0.21
28 H 1.63656 -2.44644 6.33249  0.22
29 H 1.12009 -0.02160 6.33797  0.22
30 H 1.28953 -3.76953 4.19651  0.22
31 H 0.47943 1.17890 4.22880  0.21
32 H 0.76526 0.17086 -5.76172  0.27
33 H -0.81540 -0.32106 -6.33717  0.27
34 H -1.72998 1.93874 -2.98382  0.25
35 H 0.00001 2.18545 -3.17242  0.25

Kohn-Sham gap = 6.973 eV
energy = -48714.945 eV
ΔE to the lowest compared entry with this formula, charge and spin = 0.000 eV

[8]
The following is a quantum chemistry calculation of C4H6N4 in the gas phase in a non-equilibrium geometry, from the OMol25 dataset.

Each line ends with the natural charge from an NBO analysis.
CARTESIAN COORDINATES (ANGSTROEM)
1 C 0.42186 -0.06858 0.63540  0.44
2 C -0.28496 0.43745 -1.42626  0.11
3 C -0.93712 1.12876 -2.36171  -0.42
4 C 0.96543 -0.38921 -1.50734  0.04
5 H -1.53490 -0.87945 2.13655  0.33
6 H -0.69753 -1.08618 3.43879  0.36
7 H -1.12242 1.15934 0.49500  0.42
8 H -0.54852 1.27049 -3.27306  0.20
9 H -1.80014 1.73246 -2.03677  0.20
10 H 1.40063 -0.89216 -2.37856  0.22
11 N -0.69199 -0.42851 2.63589  -0.68
12 N 0.51027 -0.53999 1.88975  -0.25
13 N -0.64973 0.51632 -0.01852  -0.63
14 N 1.30453 -0.68425 -0.28175  -0.36

Kohn-Sham gap = 7.642 eV
energy = -10202.732 eV
ΔE to the lowest compared entry with this formula, charge and spin = 3.208 eV